Computed, not measured: C25H19CoN3S7 as an isolated structure, with ωB97M-V/def2-TZVPD.

Results
strongest force on any atom	0.0119	Eh/bohr
<S²>	0.77
orbital gap (alpha / beta)	5.136 / 5.115	eV
ΔE to the lowest compared entry with this formula, charge and spin	0.0	kcal/mol

Geometry as ORCA input:
```
! RIJCOSX wB97M-V def2-TZVPD def2/J DEFGRID3
* xyz -2 2
Co 0.3611 -0.0131 1.8819
C -0.6034 -0.4569 7.1433
S -0.2937 1.1736 6.4469
C -0.1748 0.8531 4.7032
S -0.4003 -0.7040 4.0128
N 0.0681 1.9622 4.0689
N 0.1436 1.7265 2.7013
C -0.0810 2.6999 1.9159
C -0.1021 2.4045 0.4665
C -0.2983 3.4819 -0.3752
C -0.4714 3.4543 -1.8006
C -0.7848 2.3871 -2.5578
C -1.0224 1.0224 -1.9793
N 0.1081 1.1056 0.2199
H -0.2534 -0.4329 8.1751
H -0.0397 -1.1998 6.5818
H -1.6620 -0.7099 7.1176
H -0.2996 3.6890 2.3106
H -0.3178 4.4536 0.1057
H -0.3423 4.4050 -2.3143
H -0.7860 2.4882 -3.6377
H -1.0885 0.3087 -2.7963
S 4.9634 -5.5106 0.6275
C 3.9232 -4.2125 0.8616
S 4.3951 -2.6973 1.4880
C 2.8447 -1.8903 1.5167
C 1.8128 -2.6476 1.0763
S 0.1365 -2.1551 0.9804
S 2.2436 -4.2633 0.5709
S 2.7500 -0.2456 2.0832
C 2.3097 -2.1156 -5.1005
C 3.2635 -1.5524 -4.2605
C 2.8783 -0.9025 -3.0999
C 1.5316 -0.7770 -2.7288
C 0.5924 -1.3864 -3.5684
C 0.9734 -2.0355 -4.7351
C 1.2486 -0.0642 -1.4760
C 0.1799 0.6461 -1.0952
C -2.3086 0.8506 -1.1829
C -2.5457 -0.3943 -0.5984
C -3.6857 -0.6223 0.1534
C -4.6181 0.3955 0.3299
C -4.3896 1.6355 -0.2473
C -3.2375 1.8629 -0.9963
H 2.6048 -2.6290 -6.0076
H 4.3168 -1.6297 -4.5041
H 3.6294 -0.4809 -2.4419
H -0.4513 -1.4075 -3.2857
H 0.2143 -2.5038 -5.3514
H 2.0409 -0.1110 -0.7336
H -1.7980 -1.1758 -0.6968
H -3.8294 -1.5864 0.6253
H -5.5017 0.2275 0.9341
H -5.0993 2.4417 -0.0996
H -3.0472 2.8377 -1.4277
*
```

Mulliken population analysis, charges in e, atoms 1 to 6:
1 Co -0.19
2 C -0.79
3 S -0.11
4 C 0.53
5 S -0.50
6 N -1.30

=====

Computed, not measured: C50H37N4V as an isolated structure in a non-equilibrium geometry, with ωB97M-V/def2-TZVPD.

Results
strongest force on any atom	0.0802	Eh/bohr
<S²>	3.85
orbital gap (alpha / beta)	4.495 / 5.803	eV

Geometry as ORCA input:
```
! RIJCOSX wB97M-V def2-TZVPD def2/J DEFGRID3
* xyz -1 4
V -0.0204 -0.5006 -0.0714
C -7.4332 -0.3688 2.0356
C -6.9658 -1.5928 1.6232
C -5.6241 -1.8097 1.3585
C -4.7570 -0.7546 1.4578
C -5.1945 0.4279 2.0980
C -6.5117 0.5935 2.3723
C -3.3418 -0.8860 0.8820
C -3.0666 -0.3193 -0.3715
C -4.0843 0.1519 -1.2243
C -3.4337 0.4902 -2.3777
C -2.0384 0.2177 -2.2414
C -1.0210 0.2286 -3.2721
C -1.6079 0.5858 -4.5741
C -2.1402 -0.4378 -5.4379
C -2.6896 -0.0930 -6.6363
C -2.7442 1.2010 -7.0711
C -2.1907 2.2029 -6.3179
C -1.6925 1.9055 -5.0348
C 0.2549 -0.1769 -3.1058
N 0.8713 -0.6397 -1.8319
C 2.1925 -0.8768 -2.1760
C 3.1428 -1.1685 -1.3216
C 4.5675 -1.3412 -1.8211
C 5.3037 -2.5869 -1.8298
C 6.6377 -2.6367 -2.1923
C 7.3243 -1.4833 -2.4264
C 6.6270 -0.2477 -2.3491
C 5.3141 -0.1803 -1.9916
C 2.9163 -1.4088 0.0697
C 3.9920 -1.5429 1.0983
C 3.3722 -1.7586 2.2957
C 1.9714 -1.5799 2.0592
N 1.6904 -1.3200 0.7176
C 1.0218 -1.7075 3.0241
C -0.4230 -1.4764 2.8120
C -1.3938 -1.6440 3.7969
C -2.6035 -1.3742 3.1646
C -2.3725 -1.1477 1.8083
N -0.9935 -1.2502 1.5874
C 1.3606 -2.0405 4.4806
C 0.7678 -3.1673 5.0999
C 0.9990 -3.4432 6.3976
C 1.7173 -2.6089 7.2550
C 2.2424 -1.4111 6.6782
C 2.1097 -1.1942 5.3096
C 2.4039 -0.7056 -3.6112
C 1.2855 -0.2203 -4.1538
N -1.8946 -0.3402 -0.9693
H -8.4889 -0.1327 2.3210
H -7.7080 -2.3939 1.4738
H -5.3349 -2.7108 0.7973
H -4.5327 1.3465 2.2188
H -6.8002 1.4427 2.9278
H -5.1604 0.1633 -1.1621
H -3.8157 0.9305 -3.2684
H -2.2861 -1.4637 -4.9975
H -3.1069 -1.0082 -7.1271
H -3.1033 1.4124 -8.0152
H -2.2581 3.1849 -6.6681
H -1.3805 2.7293 -4.3283
H 4.7665 -3.4896 -1.5964
H 7.0807 -3.6375 -2.3425
H 8.3521 -1.5007 -2.7826
H 7.1674 0.6769 -2.6988
H 4.8590 0.8090 -1.9386
H 5.0121 -1.5439 0.7831
H 3.7296 -2.0314 3.2973
H -1.2121 -1.9661 4.8169
H -3.5930 -1.4709 3.5121
H 0.1098 -3.7658 4.4977
H 0.4284 -4.2509 6.9418
H 1.8872 -2.7655 8.2969
H 2.8371 -0.7271 7.2715
H 2.5818 -0.3305 4.8799
H 3.3398 -0.9317 -4.1515
H 1.0131 0.1664 -5.0693
C -0.5297 4.8946 0.1849
C 0.7521 4.1036 0.4543
C 1.1974 4.4050 1.9045
C 1.8163 4.5189 -0.5831
C 0.5461 2.6466 0.4040
C 0.4342 1.4313 0.2168
H -0.3820 5.9700 -0.0048
H -1.3437 4.7853 0.8429
H -0.8510 4.5179 -0.7400
H 1.6700 5.4284 1.9067
H 1.8020 3.6227 2.3510
H 0.2924 4.5148 2.4956
H 2.2470 5.4986 -0.2854
H 1.4747 4.5167 -1.5967
H 2.6432 3.8416 -0.5120
*
```

Mulliken population analysis, charges in e, atoms 1 to 6:
1 V 0.58
2 C -0.45
3 C -0.58
4 C 0.02
5 C -0.43
6 C 0.13

=====

Computed, not measured: the molecule C3H5N3O, with ωB97M-V/def2-TZVPD.

Results
strongest force on any atom	0.0137	Eh/bohr
orbital gap (alpha / beta)	8.894 / 8.894	eV
ΔE to the lowest compared entry with this formula, charge and spin	119.2	kcal/mol

Geometry as ORCA input:
```
! RIJCOSX wB97M-V def2-TZVPD def2/J DEFGRID3
* xyz 0 1
O -2.1713 0.8359 -0.6576
C -1.6586 -0.1800 0.1640
C -0.1562 -0.2356 0.1217
N 0.5806 0.7718 -0.2636
N 1.8590 0.6666 -0.0864
C 1.7687 -1.3896 0.5912
N 0.5506 -1.3537 0.5041
H -1.5658 1.5875 -0.5986
H -2.0626 -1.1348 -0.1885
H -1.9842 -0.0563 1.2103
H 2.3512 1.3520 -0.6610
H 2.4885 -0.8638 -0.1355
*
```

Mulliken population analysis, charges in e, atoms 1 to 6:
1 O -0.51
2 C -0.28
3 C 0.39
4 N -0.09
5 N -0.64
6 C -0.01

=====

Among the records above, which one has the highest strongest force on any atom?
C50H37N4V